1.
The following is a DFT calculation (ωB97M-V/def2-TZVPD) of C41H45B11Br6ClN5P2STl as an isolated structure.

Last column: Löwdin charge in e.
Atoms and positions in Å:
Tl -0.5196 0.3432 0.0829  0.455
C -1.8483 0.9358 6.0847  -0.074
C -3.0666 0.7374 5.1965  -0.242
N -2.8948 1.3422 3.8762  -0.016
C -2.1786 0.7695 2.8946  -0.753
S -1.9661 1.8177 1.4950  0.674
N -1.7628 -0.4506 3.0803  0.034
N -1.0673 -1.0244 2.0634  -0.086
C -0.6026 -2.1972 2.2838  -0.297
C -0.7808 -2.9083 3.5869  0.000
C 0.1003 -2.8703 1.1667  -0.229
C 0.3823 -4.2296 1.2453  0.011
C 1.0553 -4.8507 0.2076  -0.024
C 1.4377 -4.0869 -0.8785  -0.026
C 1.1022 -2.7430 -0.8865  -0.166
N 0.4396 -2.1400 0.0963  0.048
H -2.0135 0.4742 7.0585  0.079
H -1.6469 1.9956 6.2417  0.079
H -0.9670 0.4817 5.6317  0.067
H -3.9551 1.1870 5.6396  0.120
H -3.2690 -0.3226 5.0529  0.101
H -3.1372 2.3116 3.7594  0.124
H -0.9611 -2.1864 4.3766  0.074
H 0.0927 -3.5083 3.8327  0.089
H -1.6491 -3.5720 3.5362  0.096
H 0.0706 -4.7948 2.1098  0.115
H 1.2843 -5.9068 0.2551  0.121
H 1.9893 -4.5068 -1.7079  0.117
H 1.3898 -2.1291 -1.7277  0.049
Br 1.8820 0.2349 2.0809  0.944
B 3.2454 1.3454 1.1942  -0.853
B 4.9121 1.4889 1.7371  -0.237
C 5.7676 1.7386 0.2893  0.054
B 4.5268 0.5945 0.2425  -0.252
B 4.8698 1.6626 -1.1480  -0.244
B 5.4624 3.2122 -0.5096  -0.237
B 5.4884 3.1048 1.2693  -0.235
B 3.8275 2.8937 1.8499  -0.894
Br 3.1911 3.5661 3.5556  0.873
B 4.1740 3.9715 0.4486  -0.896
Br 3.9421 5.8926 0.5580  0.880
B 3.7857 3.0675 -1.0532  -0.891
Br 3.0838 3.9267 -2.6545  0.869
B 3.2285 1.4608 -0.5641  -0.832
Br 1.8511 0.4851 -1.5980  0.991
B 2.7853 2.8665 0.4076  -0.952
Br 0.9349 3.4615 0.4555  0.893
H 5.3928 0.9191 2.6494  0.168
H 6.7776 1.3602 0.2495  0.190
H 4.7385 -0.5638 0.1687  0.166
H 5.3165 1.2080 -2.1396  0.167
H 6.3211 3.7839 -1.0773  0.169
H 6.3686 3.6082 1.8676  0.169
Cl -3.1629 5.6900 -1.6989  0.720
C -2.1194 4.4597 -2.3071  -0.640
C -1.4549 4.6149 -3.5124  -0.057
C -0.6392 3.5809 -3.9324  -0.038
C -0.5123 2.4518 -3.1400  -0.185
N -1.1411 2.3059 -1.9729  0.004
C -1.9359 3.3014 -1.5738  -0.228
H -1.5745 5.5198 -4.0921  0.120
H -0.0892 3.6461 -4.8609  0.119
H 0.1281 1.6429 -3.4628  0.072
H -2.4452 3.1896 -0.6245  0.047
C -3.7829 0.3862 -1.4337  -0.491
P -2.3581 -0.7525 -1.4861  1.012
C -2.8250 -2.4009 -0.9061  -0.342
C -3.2371 -2.5297 0.4198  -0.104
C -3.5921 -3.7692 0.9269  -0.055
C -3.5082 -4.8975 0.1225  -0.057
C -3.1132 -4.7727 -1.2018  -0.068
C -2.7914 -3.5297 -1.7230  -0.085
C -1.7965 -0.8797 -3.2100  -0.345
C -2.2441 -0.0112 -4.2031  -0.111
C -1.7266 -0.0778 -5.4883  -0.059
C -0.7455 -1.0054 -5.8007  -0.053
C -0.2881 -1.8743 -4.8192  -0.051
C -0.8082 -1.8103 -3.5375  -0.112
P -5.5862 -0.0751 -1.5455  1.083
C -6.0197 -0.5080 0.1736  -0.388
C -7.2925 -1.0505 0.3748  -0.118
C -7.7493 -1.3412 1.6494  -0.068
C -6.9526 -1.0701 2.7550  -0.070
C -5.7065 -0.4932 2.5720  -0.066
C -5.2462 -0.2106 1.2920  -0.116
C -5.5735 -1.6879 -2.4183  -0.391
C -5.2632 -1.6427 -3.7783  -0.119
C -5.2694 -2.7946 -4.5497  -0.074
C -5.6392 -4.0059 -3.9798  -0.077
C -5.9823 -4.0548 -2.6367  -0.082
C -5.9353 -2.9085 -1.8558  -0.102
H -3.5981 1.1129 -2.2215  0.017
H -3.6820 0.9747 -0.5174  -0.010
H -3.3114 -1.6636 1.0605  0.076
H -3.9390 -3.8473 1.9496  0.115
H -3.7677 -5.8695 0.5219  0.113
H -3.0885 -5.6407 -1.8476  0.116
H -2.5580 -3.4472 -2.7751  0.105
H -2.9974 0.7353 -3.9997  0.096
H -2.0921 0.6045 -6.2444  0.117
H -0.3390 -1.0525 -6.8020  0.114
H 0.4719 -2.6083 -5.0529  0.115
H -0.4550 -2.5091 -2.7932  0.078
H -7.9373 -1.2450 -0.4751  0.111
H -8.7348 -1.7683 1.7803  0.110
H -7.3110 -1.2921 3.7514  0.107
H -5.0827 -0.2528 3.4244  0.086
H -4.2757 0.2598 1.1913  0.044
H -5.0372 -0.6924 -4.2487  0.095
H -5.0187 -2.7400 -5.6015  0.108
H -5.6749 -4.9026 -4.5848  0.108
H -6.2792 -4.9938 -2.1867  0.112
H -6.1742 -2.9763 -0.8023  0.098

## Properties
Maximum force (eV Å⁻¹): 0.42
Net charge: +1
Kohn-Sham gap (eV): 6.156
Highest occupied orbital energy (Ha): -0.3858
Total energy (eV): -525028.62247

---

2.
The following is a DFT calculation (ωB97M-V/def2-TZVPD) of C41H45BCsN16O2S as an isolated structure.

Last column: Löwdin charge in e.
Atoms and positions in Å:
Cs 1.0934 -0.0364 0.5680  0.896
C -0.5667 0.3468 -3.1532  -0.009
C -1.1890 1.5346 -2.5120  -0.299
C -1.3281 2.8372 -2.9622  0.011
C -2.0093 3.5156 -1.9464  -0.014
N -2.2380 2.6612 -0.9567  0.035
N -1.6678 1.4780 -1.2479  0.167
B -3.0589 2.7545 0.3659  -0.667
N -2.2023 3.1101 1.5594  -0.009
C -2.1015 4.2668 2.2559  -0.069
C -1.1418 4.0912 3.2191  -0.024
C -0.6927 2.7641 3.0424  -0.361
C 0.3378 2.0272 3.8315  -0.045
N -1.3260 2.1852 2.0358  0.108
N -3.5627 1.2985 0.4981  0.018
C -4.0091 0.5924 1.5393  -0.038
C -4.2047 -0.7161 1.1264  -0.005
C -3.8260 -0.7367 -0.2216  -0.310
C -3.8010 -1.8572 -1.2036  -0.021
N -3.4915 0.5013 -0.5846  0.166
N -4.2228 3.7157 0.1572  -0.002
C -5.5190 3.4175 -0.0723  -0.065
C -6.1674 4.5822 -0.4030  -0.026
C -5.1627 5.5691 -0.3704  -0.357
C -5.2816 7.0287 -0.6668  -0.041
N -3.9946 5.0384 -0.0393  0.101
H -1.0822 0.0998 -4.0829  0.089
H 0.4788 0.5484 -3.3900  0.070
H -0.6049 -0.5269 -2.5024  0.047
H -0.9602 3.2477 -3.8870  0.112
H -2.3314 4.5413 -1.8606  0.125
H -2.7175 5.1121 2.0034  0.104
H -0.8207 4.8041 3.9596  0.098
H 0.1851 2.1748 4.9016  0.080
H 0.2790 0.9575 3.6286  0.032
H 1.3415 2.3753 3.5860  0.044
H -4.1483 1.0628 2.4990  0.138
H -4.5784 -1.5402 1.7097  0.106
H -4.0636 -2.7966 -0.7191  0.083
H -4.5199 -1.6783 -2.0046  0.086
H -2.8107 -1.9619 -1.6501  0.042
H -5.8856 2.4086 0.0213  0.117
H -7.2123 4.7103 -0.6281  0.096
H -6.3030 7.3743 -0.5119  0.072
H -4.6188 7.6051 -0.0229  0.073
H -5.0117 7.2437 -1.7024  0.074
N 1.9396 -8.6954 2.5485  0.090
C 2.0348 -7.4594 1.9134  -0.326
C 2.5695 -7.3623 0.6274  -0.030
C 2.7094 -6.1309 0.0150  -0.066
C 2.3234 -4.9755 0.6788  -0.290
C 1.8096 -5.0598 1.9657  -0.071
C 1.6586 -6.2908 2.5785  -0.033
S 2.5003 -3.3914 -0.0931  0.528
O 3.5183 -3.5199 -1.1108  -0.320
O 2.7883 -2.4643 0.9930  -0.474
N 1.0916 -2.9231 -0.6693  -0.170
C 0.5163 -3.5741 -1.7108  -0.473
N -0.5785 -2.9576 -2.2265  0.099
C -1.1786 -3.5592 -3.2398  -0.159
C -0.7522 -4.7648 -3.7747  -0.074
C 0.3525 -5.3274 -3.1591  -0.135
N 0.9844 -4.7605 -2.1440  0.129
H 1.9046 -9.4925 1.9344  0.085
H 1.2576 -8.7497 3.2871  0.085
H 2.8812 -8.2627 0.1105  0.109
H 3.1149 -6.0475 -0.9830  0.106
H 1.5561 -4.1526 2.5016  0.101
H 1.2699 -6.3492 3.5885  0.109
H -2.0510 -3.0528 -3.6470  0.103
H -1.2545 -5.2382 -4.6047  0.090
H 0.7469 -6.2828 -3.4939  0.108
C 1.7145 4.9143 0.0661  -0.042
C 2.9509 5.0545 -0.5406  -0.055
C 3.4142 4.0405 -1.3623  -0.014
C 2.6204 2.9132 -1.5495  -0.231
N 1.4281 2.7760 -0.9666  0.079
C 0.9937 3.7551 -0.1772  -0.130
C 3.0861 1.7830 -2.4082  -0.235
C 3.8149 2.0171 -3.5690  -0.020
C 4.2370 0.9321 -4.3225  -0.060
C 3.9290 -0.3448 -3.8882  -0.044
C 3.1934 -0.4859 -2.7189  -0.115
N 2.7710 0.5512 -1.9997  0.050
H 1.3154 5.6717 0.7263  0.107
H 3.5560 5.9346 -0.3646  0.109
H 4.3898 4.1033 -1.8248  0.112
H 0.0300 3.5975 0.2954  0.088
H 4.0294 3.0293 -3.8840  0.110
H 4.7985 1.0865 -5.2351  0.108
H 4.2464 -1.2230 -4.4328  0.109
H 2.9475 -1.4723 -2.3398  0.086
C -1.3696 -3.0856 1.3179  -0.057
C -0.7176 -2.2878 2.3490  -0.319
N -0.1974 -1.6507 3.1521  0.134
H -1.5256 -2.4681 0.4340  0.055
H -2.3228 -3.4657 1.6831  0.088
H -0.7181 -3.9110 1.0372  0.071
C 5.0740 0.1075 4.7861  -0.090
C 4.2326 -0.2764 3.5698  -0.213
C 3.7421 0.8917 2.8379  -0.245
N 3.3298 1.7851 2.2425  0.139
H 5.4536 -0.7926 5.2665  0.076
H 4.4803 0.6611 5.5121  0.078
H 5.9224 0.7256 4.4956  0.079
H 3.3598 -0.8666 3.8568  0.121
H 4.7964 -0.8884 2.8637  0.122

## Properties
Relative energy (zero: lowest compared OMol25 entry of this formula, charge and spin) (kJ/mol): 0.0
Maximum force (eV Å⁻¹): 0.40
<S²>: 0.757
Kohn-Sham gap (alpha / beta) (eV): 7.944 / 5.202
Highest occupied orbital energy (alpha / beta) (Ha): -0.2802 / -0.2802
Spin multiplicity: 2
Total energy (eV): -83245.89765

---

3.
The following is a DFT calculation (ωB97M-V/def2-TZVPD) of C41H45BN8O2Pt as an isolated structure.

Last column: Löwdin charge in e.
Atoms and positions in Å:
Pt 0.8359 -0.2499 -0.6908  1.162
C 0.2797 3.4992 -0.0477  -0.004
C 1.5631 2.8401 0.3261  -0.325
C 2.6158 3.3512 1.0949  0.040
C 3.5628 2.3433 1.1650  -0.254
C 4.8986 2.3379 1.8342  0.003
N 3.0784 1.2832 0.4901  0.013
N 1.8645 1.5942 -0.0387  -0.043
B 3.7371 -0.0666 0.0993  -0.478
N 3.0452 -1.2963 0.7812  0.036
N 1.9506 -1.8490 0.1840  -0.036
C 1.6857 -3.0057 0.7869  -0.318
C 0.6048 -3.9089 0.3002  -0.011
C 2.6343 -3.2170 1.7929  0.042
C 3.4837 -2.1212 1.7487  -0.253
C 4.6947 -1.8266 2.5696  0.002
N 3.5479 -0.2398 -1.4290  0.044
N 2.3120 -0.3540 -1.9865  -0.113
C 2.4489 -0.4790 -3.3083  -0.289
C 1.2959 -0.6973 -4.2267  -0.009
C 3.8078 -0.4260 -3.6135  0.045
C 4.4670 -0.2773 -2.4098  -0.241
C 5.9307 -0.1732 -2.1417  0.001
H 0.3539 4.5751 0.0989  0.095
H -0.5467 3.1347 0.5686  0.077
H 0.0307 3.3138 -1.0912  0.064
H 2.6882 4.3367 1.5266  0.124
H 5.0079 3.2363 2.4368  0.091
H 5.7062 2.3197 1.1011  0.093
H 5.0232 1.4695 2.4811  0.075
H 4.8904 -0.0459 0.4048  0.121
H 0.0104 -3.4091 -0.4672  0.057
H -0.0461 -4.2303 1.1152  0.086
H 1.0394 -4.8041 -0.1469  0.097
H 2.7180 -4.0720 2.4452  0.123
H 4.8603 -2.6333 3.2791  0.091
H 4.5804 -0.8962 3.1274  0.082
H 5.5836 -1.7310 1.9458  0.090
H 0.3621 -0.7577 -3.6716  0.040
H 1.4286 -1.6270 -4.7809  0.096
H 1.2146 0.1081 -4.9551  0.086
H 4.2567 -0.5003 -4.5902  0.128
H 6.4749 -0.2524 -3.0794  0.092
H 6.2708 -0.9670 -1.4772  0.092
H 6.1814 0.7820 -1.6794  0.091
O -2.5817 -1.6540 5.2484  -0.041
C -1.2566 -1.1696 5.2608  -0.187
C -0.8698 -0.8514 3.8446  -0.139
C 0.1618 0.0114 3.5431  0.045
C 0.4654 0.2935 2.2192  -0.059
N -0.2041 -0.2352 1.1914  -0.004
C -1.2244 -1.0776 1.4877  -0.203
C -1.5692 -1.4096 2.7770  0.073
C -1.9755 -1.6596 0.3461  -0.158
C -2.6478 -2.8521 0.4136  0.074
C -3.1590 -3.4350 -0.7475  -0.109
C -4.0206 -4.6666 -0.6625  -0.183
O -3.7927 -5.4062 0.5103  -0.024
C -2.8066 -2.8602 -1.9733  0.054
C -2.1807 -1.6434 -1.9791  0.015
N -1.9268 -0.9632 -0.8234  0.030
H -2.8914 -1.7734 6.1520  0.110
H -0.5603 -1.9231 5.6483  0.144
H -1.1460 -0.2714 5.8734  0.138
H 0.7483 0.4790 4.3239  0.138
H 1.2656 0.9720 1.9806  0.098
H -2.4046 -2.0634 2.9846  0.130
H -2.7352 -3.3812 1.3522  0.137
H -3.9256 -5.2627 -1.5724  0.141
H -5.0575 -4.3169 -0.6224  0.154
H -3.0870 -6.0459 0.3659  0.111
H -3.0302 -3.3476 -2.9131  0.141
H -1.9213 -1.1235 -2.8901  0.138
C -4.7470 4.7225 1.1682  -0.055
C -5.0272 3.5950 1.9231  -0.057
C -4.4464 2.3821 1.5872  -0.031
C -3.5891 2.2738 0.4910  -0.198
C -3.2947 3.4237 -0.2470  -0.039
C -3.8753 4.6345 0.0896  -0.051
C -3.0549 0.9275 0.2164  0.043
C -2.3994 0.4739 -0.8498  -0.116
C -2.2054 1.1717 -2.1417  -0.240
C -3.3378 1.5356 -2.8687  -0.022
C -3.2055 2.1551 -4.1012  -0.038
C -1.9431 2.4134 -4.6194  -0.042
C -0.8110 2.0442 -3.9054  -0.056
C -0.9502 1.4201 -2.6745  -0.091
H -5.1961 5.6728 1.4254  0.116
H -5.7017 3.6567 2.7667  0.114
H -4.6671 1.5003 2.1799  0.116
H -2.6001 3.3875 -1.0737  0.102
H -3.6501 5.5159 -0.4968  0.115
H -3.2694 0.2254 1.0148  0.118
H -4.3215 1.3375 -2.4587  0.135
H -4.0891 2.4345 -4.6604  0.119
H -1.8410 2.9070 -5.5774  0.119
H 0.1741 2.2559 -4.3002  0.116
H -0.0519 1.1594 -2.0986  0.051

## Properties
Relative energy (zero: lowest compared OMol25 entry of this formula, charge and spin) (kJ/mol): 194.6
Maximum force (eV Å⁻¹): 2.48
Net charge: +2
Kohn-Sham gap (alpha / beta) (eV): 6.218 / 6.217
Highest occupied orbital energy (alpha / beta) (Ha): -0.4812 / -0.4812
Total energy (eV): -63174.57442